{
  "formula": "C4H7N2",
  "method": "ωB97M-V/def2-TZVPD",
  "energy_ha": -265.78463,
  "homo_lumo_gap_ev": 10.98,
  "charge": 1,
  "smiles": "[H]/N=C/CC#[N+]C",
  "elements": ["C", "C", "C", "C", "N", "N", "H", "H", "H", "H", "H", "H", "H"],
  "positions_angstrom": [[-0.1127, -0.5053, -0.0855], [1.1184, -1.0692, -0.1803], [2.1460, 0.0329, -0.0380], [-2.4936, 0.3969, -0.0112], [1.7754, 1.1625, 0.3541], [-1.1971, -0.0694, -0.0778], [1.1779, -1.6490, 0.7836], [1.0883, -1.7752, -0.9619], [3.2519, -0.4095, -0.2076], [2.3602, 1.9660, 0.3244], [-2.7411, 0.7717, 0.8879], [-3.1862, -0.4799, -0.1887], [-2.6287, 1.1026, -0.7304]],
  "forces_ev_per_angstrom": [[-7.48, 3.01, -0.13], [1.93, -0.85, 2.84], [3.51, -0.71, -0.40], [-1.55, -3.67, -1.39], [-1.48, -1.01, -0.97], [5.30, -2.05, 0.32], [0.24, -0.01, -0.72], [0.74, -0.71, -1.27], [-2.26, 1.46, 0.12], [1.22, 0.23, 0.44], [-0.42, 1.35, 3.35], [0.72, 0.95, -0.01], [-0.49, 2.01, -2.17]],
  "nbo_charge": [0.695, -0.633, 0.165, -0.433, -0.610, -0.185, 0.318, 0.311, 0.204, 0.398, 0.255, 0.261, 0.254]
}


{
  "formula": "C4H7N2",
  "method": "ωB97M-V/def2-TZVPD",
  "energy_ha": -265.84875,
  "homo_lumo_gap_ev": 10.42,
  "charge": 1,
  "smiles": "[NH2+]=C1CCC=N1",
  "elements": ["C", "C", "C", "C", "N", "N", "H", "H", "H", "H", "H", "H", "H"],
  "positions_angstrom": [[-0.8717, -1.4848, 0.0757], [0.9428, -0.3217, -0.0051], [-1.4071, -0.1097, 0.0108], [-0.1182, 0.7093, -0.0051], [0.4024, -1.5703, -0.0685], [2.2594, -0.2227, 0.0039], [-1.5535, -2.4302, 0.0119], [-2.0803, 0.0615, -0.8268], [-2.2445, -0.0388, 0.6622], [0.0625, 1.4996, 0.7145], [0.0814, 1.4357, -0.7680], [2.6724, 0.6756, 0.1819], [2.7625, -1.0820, 0.0581]],
  "forces_ev_per_angstrom": [[-1.54, -1.37, -1.92], [0.58, -0.37, -0.23], [-0.02, -0.17, -0.52], [0.47, 1.12, 0.78], [0.59, -1.20, 0.74], [-2.48, 0.78, 0.25], [1.46, 1.77, 0.47], [0.60, -0.35, -1.13], [0.00, 0.86, 2.01], [-0.34, -0.43, 1.42], [-0.44, -0.21, -1.71], [0.50, 0.03, -0.12], [0.63, -0.45, -0.04]],
  "nbo_charge": [0.290, 0.583, -0.534, -0.537, -0.479, -0.648, 0.256, 0.298, 0.293, 0.297, 0.300, 0.433, 0.448]
}


{
  "formula": "C4H7N2O",
  "method": "ωB97M-V/def2-TZVPD",
  "energy_ha": -341.02477,
  "homo_lumo_gap_ev": 9.78,
  "charge": 1,
  "elements": ["C", "C", "C", "C", "N", "N", "O", "H", "H", "H", "H", "H", "H", "H"],
  "positions_angstrom": [[-0.5682, -1.7957, -0.2110], [-1.0995, -0.4242, -0.0862], [1.6575, 1.9917, 0.4371], [-1.5065, -2.7980, -0.3285], [2.6327, 1.3356, 0.4558], [0.7484, 2.8334, 0.1100], [-0.3034, 0.5003, -0.0438], [0.5311, -1.8476, -0.4348], [-2.0888, -0.2765, -0.1901], [-2.5973, -2.5667, -0.3765], [-1.2808, -3.8254, -0.3966], [3.0959, 0.6185, 0.8478], [0.8990, 3.8128, 0.0959], [-0.1202, 2.4418, 0.1208]],
  "forces_ev_per_angstrom": [[-1.66, -0.99, -0.84], [4.90, -1.63, -0.74], [2.50, -0.52, -0.99], [0.56, 2.46, 0.22], [-3.99, 3.50, -1.33], [2.68, 0.15, 0.64], [-0.41, 0.79, 0.47], [-1.22, -0.40, 0.78], [-3.87, 0.62, 0.06], [1.03, 0.00, 0.40], [0.48, -0.96, -0.28], [2.18, -2.71, 1.79], [0.27, 0.95, 0.16], [-3.45, -1.25, -0.34]],
  "nbo_charge": [-0.338, 0.445, 0.819, -0.228, -0.471, -0.758, -0.656, 0.235, 0.142, 0.210, 0.217, 0.454, 0.460, 0.469]
}


The calculation returns the following HOMO values, one per record and in order: -0.5358 -0.5749 -0.5105 Eh.